Entry 1:
2 unconnected molecules or ions with the total composition C4H7ClNO2 at a distorted geometry, computed with ωB97M-V with the def2-TZVPD basis set.

Properties
Total charge ... -1
Spin multiplicity ... 3
F_max ... 0.069 Eh/bohr
HOMO-LUMO gap (alpha / beta) ... 6.26 / 5.87 eV
LUMO (alpha / beta) ... 3.84 / 0.75 eV
Energy ... -821.95615 Eh
<S²> ... 2.006
HOMO (alpha / beta) ... -2.4 / -5.1 eV

CARTESIAN COORDINATES (ANGSTROEM)
C1 3.059714 -0.701146 -0.329187
C2 -1.097785 -0.826586 1.069295
C3 -0.479963 0.841234 -0.830567
C4 -1.473753 0.147989 0.016220
N1 -2.831599 0.489352 -0.142081
O1 4.213569 -0.512885 -0.520924
O2 2.169946 -1.465691 -0.528006
Cl1 2.584416 0.776854 1.142355
H1 -1.835802 -1.397098 1.630820
H2 -0.480882 -0.301709 1.752216
H3 -0.278670 -1.423309 0.812780
H4 -0.414162 0.482331 -1.801963
H5 0.470554 0.771069 -0.490326
H6 -0.555367 1.958473 -0.942007
H7 -3.050215 1.161116 -0.838632

Cartesian forces, eV/Å:
0.8 -1.0 0.3
0.1 1.0 0.4
-2.5 2.2 -0.3
-1.6 -1.0 1.3
2.6 -0.3 -0.9
0.8 0.4 -0.6
-1.1 0.4 0.0
-0.6 0.3 0.3
-0.3 0.2 -0.4
0.2 1.1 1.7
0.9 -1.8 -1.4
-0.2 -0.9 -2.2
2.9 -0.8 1.8
-0.6 -0.6 0.3
-1.4 0.9 -0.1

=====

Entry 2:
2 unconnected molecules or ions with the total composition C2H9NO at a distorted geometry, computed with ωB97M-V with the def2-TZVPD basis set.

Properties
Total charge ... 0
Spin multiplicity ... 1
F_max ... 0.046 Eh/bohr
HOMO-LUMO gap ... 10.16 eV
LUMO ... 0.92 eV
Energy ... -211.55182 Eh
SMILES ... CNC.O
HOMO ... -9.2 eV

CARTESIAN COORDINATES (ANGSTROEM)
C1 -1.734389 0.569201 0.557290
N1 -0.442432 -0.125079 0.431167
C2 -0.660419 -1.450449 -0.204322
H1 -1.774857 1.250699 -0.296892
H2 -2.698160 0.062245 0.674468
H3 -1.642000 1.260355 1.402005
H4 0.017405 -0.276496 1.316950
H5 -1.690348 -1.772335 -0.361378
H6 -0.017555 -2.231333 0.190806
H7 -0.446600 -1.264142 -1.273288
O1 2.672112 0.946036 -0.664627
H8 2.053233 0.361555 -0.217798
H9 2.168861 1.308470 -1.376246

Cartesian forces, eV/Å:
1.1 2.1 0.3
-1.3 -1.7 0.2
0.5 1.1 -2.0
-0.5 -0.2 -0.2
0.5 -0.7 -0.1
-0.1 -0.1 0.0
-0.4 0.1 0.3
-0.3 -0.1 1.2
-0.1 0.0 0.0
0.6 -0.5 0.2
0.6 -0.4 0.7
-0.2 0.0 0.0
-0.5 0.4 -0.7

=====

Entry 3:
C3H5N3 in the gas phase, computed with ωB97M-V with the def2-TZVPD basis set.

Properties
Total charge ... 0
Spin multiplicity ... 1
F_max ... 0.012 Eh/bohr
HOMO-LUMO gap ... 9.51 eV
LUMO ... 1.13 eV
Energy ... -281.56849 Eh
SMILES ... Nc1cc[nH]n1
HOMO ... -8.4 eV

CARTESIAN COORDINATES (ANGSTROEM)
N1 0.628968 1.407905 1.358506
C1 0.139888 0.520700 0.391734
C2 -0.346518 -0.807667 0.558316
C3 -0.585528 -1.241322 -0.720071
N2 -0.310184 -0.211316 -1.546022
N3 0.118844 0.884978 -0.880846
H1 1.204879 0.949583 2.053005
H2 1.170894 2.137658 0.907420
H3 -0.679103 -1.342609 1.430828
H4 -0.857291 -2.222479 -1.084641
H5 -0.650964 -0.102842 -2.486626

Cartesian forces, eV/Å:
0.0 -0.1 -0.1
0.0 -0.1 -0.2
-0.2 0.1 -0.1
-0.1 0.1 0.0
-0.1 -0.1 -0.2
0.1 -0.1 0.2
-0.2 0.0 -0.1
-0.2 0.0 0.1
0.6 0.0 0.3
-0.3 0.2 0.0
0.3 -0.1 0.0

=====

ΔE to the lowest compared entry with this formula, charge and spin, record by record: 32.38, 87.31, 56.60 kJ/mol